A molecular structure, C44H38EuN5O4Sb in a non-equilibrium geometry, computed with ωB97M-V/def2-TZVPD.

⟨S²⟩: 15.76
Electronic energy, a.u.: -3224.91072
Frontier orbital gap (alpha / beta), eV: 6.485 / 8.427
E_HOMO (alpha / beta), eV: -6.25 / -8.19
E_LUMO (alpha / beta), eV: 0.24 / 0.24

Geometry as ORCA input:
```
! wB97M-V def2-TZVPD RIJCOSX def2/J DEFGRID3
* xyz 0 8
Eu 0.3705 -1.3892 -0.0012
C -2.4351 -1.8716 2.1322
C -2.1287 -0.3943 1.8772
C -1.0499 0.1251 2.7919
C -1.3336 0.8314 3.9471
C -0.2908 1.2653 4.7647
C 1.0119 0.9656 4.3474
C 1.2073 0.2938 3.1616
N 0.1964 -0.1487 2.4336
N -1.8491 -2.7237 1.0731
C -2.8095 -2.8024 -0.0650
C -2.2529 -3.3522 -1.3498
C -3.1097 -3.6930 -2.4253
C -2.5277 -4.1821 -3.5968
C -1.1737 -4.2656 -3.6948
C -0.4293 -3.8752 -2.6114
N -0.9506 -3.4550 -1.4603
C -1.4725 -4.0586 1.5810
C -0.2507 -4.0647 2.4840
C -0.3412 -4.5289 3.8019
C 0.8312 -4.5752 4.5753
C 1.9972 -4.0262 4.1033
C 1.9864 -3.5544 2.7421
N 0.8857 -3.6053 1.9810
H -3.5155 -1.9896 2.0562
H -2.1044 -2.1834 3.1026
H -3.0156 0.2034 1.9972
H -1.8451 -0.2710 0.8258
H -2.3209 1.0482 4.2631
H -0.5263 1.6792 5.7695
H 1.8280 1.1590 5.0056
H 2.2035 0.0146 2.8398
H -3.1336 -1.8157 -0.3114
H -3.7060 -3.3506 0.2084
H -4.1743 -3.6049 -2.3355
H -3.2183 -4.4305 -4.4276
H -0.7035 -4.6112 -4.6186
H 0.6575 -4.0299 -2.6623
H -1.2207 -4.6727 0.7078
H -2.3258 -4.5324 2.0802
H -1.2723 -4.9394 4.2508
H 0.7308 -4.9874 5.5726
H 2.8688 -4.0143 4.6884
H 2.8394 -3.1231 2.2668
O 4.8270 -1.9416 -1.1506
C 3.6211 -1.7081 -0.9841
O 2.9517 -1.4249 0.0551
C 2.7780 -1.6067 -2.2540
C 3.3285 -1.8157 -3.5057
C 2.6055 -1.4726 -4.6605
C 1.2869 -1.0816 -4.5176
C 0.8267 -0.9642 -3.2329
N 1.5295 -1.1972 -2.1488
C -0.5722 -0.4976 -2.9939
O -1.1834 -0.2562 -4.0037
O -0.9439 -0.4664 -1.7345
H 4.3638 -2.1999 -3.5772
H 3.0154 -1.6710 -5.6243
H 0.6471 -0.8031 -5.3650
C 0.6059 5.4668 3.2641
C -0.4389 4.5692 3.2004
C -0.5346 3.6543 2.1618
C 0.4520 3.6091 1.1757
C 1.5373 4.4886 1.2696
C 1.6125 5.3844 2.3108
Sb 0.3714 2.0331 -0.3413
C 1.9290 2.7975 -1.5550
C 3.1221 2.0646 -1.5426
C 4.2252 2.4049 -2.2955
C 4.1527 3.5017 -3.1277
C 3.0151 4.2841 -3.1712
C 1.8785 3.9166 -2.4227
C -1.5297 2.7823 -1.0704
C -2.6792 2.2372 -0.4906
C -3.9734 2.6801 -0.8224
C -4.0897 3.6166 -1.8169
C -2.9732 4.1248 -2.4376
C -1.6821 3.6691 -2.0968
H 0.7240 6.1422 4.0852
H -1.1799 4.6001 4.0536
H -1.4166 3.0458 2.0232
H 2.2815 4.5796 0.4608
H 2.4725 6.0668 2.3252
H 3.1957 1.2124 -0.8587
H 5.0852 1.7174 -2.2341
H 4.9764 3.7310 -3.7559
H 2.9514 5.2654 -3.7113
H 1.0416 4.5642 -2.5062
H -2.5463 1.4060 0.2094
H -4.8485 2.1689 -0.4472
H -5.0877 3.9228 -2.1411
H -3.0103 4.8344 -3.2314
H -0.8489 4.1020 -2.6375
*
```